Here is a 5-piece molecular cluster, C34H51Cl12F9NS overall at a distorted geometry from the Open Molecules 2025 dataset. Energies are from wB97M-V/def2-TZVPD.

Output
gap between HOMO and LUMO = 8.492 eV

Structure (ORCA input):
```
! RIJCOSX wB97M-V def2-TZVPD def2/J DEFGRID3
* xyz 1 1
C 9.900 -0.677 2.646
C 9.399 0.188 1.476
C 8.511 -0.610 0.502
C 8.039 0.323 -0.631
C 7.007 1.344 -0.082
C 5.701 1.421 -0.930
C 4.468 0.913 -0.147
C 3.347 0.388 -1.099
C 2.213 1.441 -1.265
C 0.861 0.950 -0.679
C -0.291 1.305 -1.647
C -0.539 2.812 -1.798
C -1.031 3.502 -0.515
C -2.372 2.879 -0.095
C -2.307 1.648 0.745
N -3.079 1.579 1.760
C -3.116 0.375 2.603
C -3.543 -0.857 1.787
C -2.993 -2.180 2.354
C -3.727 -3.362 1.694
C -3.046 -3.803 0.404
F -1.949 -4.521 0.811
F -2.543 -2.770 -0.310
C -3.878 -4.794 -0.458
F -3.012 -5.505 -1.204
F -4.484 -5.684 0.325
S -5.099 -4.015 -1.666
F -5.204 -2.680 -0.802
F -3.929 -3.443 -2.558
F -5.098 -5.346 -2.527
F -6.326 -4.609 -0.836
F -6.138 -3.389 -2.675
C -3.840 2.839 1.887
C -5.291 2.840 2.360
C -6.236 2.049 1.475
C -6.725 2.523 0.274
C -7.594 1.775 -0.471
C -8.000 0.533 -0.057
C -7.541 0.041 1.142
C -6.669 0.808 1.876
C -3.418 3.729 0.709
H 9.071 -1.110 3.212
H 10.481 -1.502 2.218
H 10.543 -0.087 3.304
H 8.852 1.039 1.897
H 10.241 0.589 0.900
H 9.081 -1.470 0.139
H 7.639 -0.987 1.051
H 8.880 0.841 -1.103
H 7.568 -0.308 -1.394
H 7.439 2.336 0.063
H 6.704 0.967 0.901
H 5.855 0.857 -1.854
H 5.511 2.462 -1.217
H 4.106 1.764 0.441
H 4.785 0.148 0.571
H 3.819 0.285 -2.081
H 2.959 -0.602 -0.822
H 2.059 1.599 -2.336
H 2.518 2.373 -0.783
H 0.675 1.347 0.327
H 0.895 -0.144 -0.628
H 0.017 0.921 -2.626
H -1.204 0.749 -1.395
H 0.367 3.281 -2.192
H -1.306 2.950 -2.573
H -0.321 3.380 0.310
H -1.156 4.562 -0.742
H -2.848 2.507 -1.018
H -1.654 0.798 0.556
H -2.131 0.253 3.063
H -3.825 0.503 3.422
H -3.308 -0.775 0.723
H -4.633 -0.925 1.852
H -1.904 -2.257 2.297
H -3.253 -2.185 3.420
H -3.755 -4.195 2.397
H -4.767 -3.062 1.535
H -3.330 3.336 2.737
H -5.402 2.470 3.382
H -5.616 3.885 2.349
H -6.448 3.509 -0.092
H -7.989 2.150 -1.409
H -8.676 -0.081 -0.643
H -7.834 -0.930 1.523
H -6.305 0.407 2.823
H -3.152 4.754 0.951
H -4.300 3.767 0.061
C 2.906 -3.985 0.591
Cl 1.220 -4.315 0.180
Cl 3.884 -3.827 -0.867
Cl 3.028 -2.527 1.580
H 3.286 -4.819 1.167
C -3.951 6.394 -2.518
Cl -4.153 4.759 -3.160
Cl -4.853 6.581 -1.012
Cl -2.243 6.760 -2.272
H -4.348 7.096 -3.241
C -3.068 -1.908 -5.232
Cl -2.153 -0.945 -4.062
Cl -3.928 -0.860 -6.360
Cl -2.003 -3.015 -6.092
H -3.799 -2.493 -4.688
C 10.920 -4.686 1.556
Cl 12.412 -5.336 2.233
Cl 9.811 -4.209 2.840
Cl 11.263 -3.320 0.489
H 10.447 -5.464 0.969
*
```

***

Here is C34H51CrN4OP2 as an isolated structure at a distorted geometry from the Open Molecules 2025 dataset. Energies are from wB97M-V/def2-TZVPD.

Output
gap between HOMO and LUMO (alpha / beta) = 6.352 / 7.475 eV

Structure (ORCA input):
```
! RIJCOSX wB97M-V def2-TZVPD def2/J DEFGRID3
* xyz 1 5
C 2.004 -2.014 -0.733
C 1.605 0.107 -1.632
C 2.944 -2.295 -1.716
C 2.467 -0.147 -2.690
C 3.123 -1.382 -2.745
H 3.492 -3.232 -1.630
H 2.630 0.643 -3.426
H 3.790 -1.607 -3.569
N 1.430 -0.796 -0.648
P -0.078 -2.608 0.944
P 0.808 2.191 0.133
C 1.574 -3.054 0.277
H 1.572 -4.058 -0.174
H 2.288 -3.101 1.113
C 0.694 1.310 -1.537
H 0.912 2.048 -2.314
C -0.435 3.629 -0.157
C 2.572 2.861 0.274
C -1.237 -3.338 -0.355
C -0.119 -3.514 2.599
C -1.795 3.203 0.412
H -1.745 3.042 1.493
H -2.527 4.001 0.209
H -2.170 2.286 -0.053
C 0.034 4.867 0.614
H 0.188 4.655 1.681
H 0.948 5.298 0.189
H -0.754 5.632 0.538
C -0.665 4.001 -1.634
H -1.306 4.895 -1.644
H 0.247 4.256 -2.184
H -1.202 3.215 -2.178
C 2.722 3.467 1.695
H 2.101 2.964 2.452
H 3.766 3.358 2.023
H 2.487 4.536 1.703
C 3.604 1.728 0.130
H 3.415 0.901 0.821
H 3.648 1.347 -0.895
H 4.589 2.154 0.379
C 2.832 3.900 -0.844
H 2.041 3.989 -1.601
H 3.007 4.893 -0.410
H 3.746 3.627 -1.391
C -1.519 -3.364 3.222
H -1.450 -3.622 4.289
H -1.901 -2.334 3.155
H -2.244 -4.050 2.770
C 0.891 -2.859 3.556
H 1.923 -2.921 3.190
H 0.653 -1.813 3.778
H 0.841 -3.419 4.503
C 0.256 -5.006 2.436
H 0.697 -5.351 3.382
H -0.627 -5.626 2.249
H 1.004 -5.200 1.654
C -1.066 -2.715 -1.767
H -1.269 -3.483 -2.526
H -1.784 -1.900 -1.930
H -0.068 -2.314 -1.968
C -2.667 -3.055 0.126
H -2.828 -1.978 0.290
H -3.367 -3.399 -0.649
H -2.911 -3.590 1.049
C -0.984 -4.849 -0.480
H 0.056 -5.068 -0.753
H -1.238 -5.392 0.435
H -1.627 -5.234 -1.284
Cr -0.018 -0.203 0.852
C 1.475 -0.115 2.006
O 2.371 -0.070 2.771
N -1.266 0.188 -0.599
C -0.778 0.752 -1.634
C -1.456 0.841 -2.969
C -2.853 0.734 -2.991
C -0.745 0.999 -4.172
C -3.543 0.901 -4.194
H -3.370 0.519 -2.052
C -1.440 1.122 -5.376
H 0.346 0.998 -4.164
C -2.839 1.094 -5.389
H -4.631 0.866 -4.197
H -0.885 1.227 -6.308
H -3.375 1.202 -6.333
N -1.470 1.728 4.282
C -2.551 0.884 4.059
C -2.265 0.209 2.910
N -1.012 0.606 2.461
C -0.568 1.539 3.298
H -1.328 2.339 5.080
H -3.381 0.802 4.739
H -2.824 -0.539 2.378
H 0.384 2.062 3.298
*
```

***

Calculated ΔE to the lowest compared entry with this formula, charge and spin (kcal per mole), listed in the same order as above: 0.00, 0.00